Entry 1:
{"formula": "C20H25N3O2S", "method": "ωB97M-V/def2-TZVPD", "elements": ["C", "C", "C", "C", "N", "C", "H", "C", "N", "C", "O", "C", "C", "C", "C", "C", "C", "C", "C", "C", "C", "N", "C", "O", "H", "H", "H", "H", "H", "S", "H", "H", "H", "H", "H", "C", "C", "H", "H", "H", "H", "H", "H", "H", "H", "H", "H", "H", "H", "H", "H"], "coordinates": [[-4.36, -3.73, -0.95], [-4.87, -2.46, -0.29], [-3.95, -1.28, -0.56], [-4.45, -0.02, 0.15], [-3.80, 1.20, -0.30], [-2.35, 1.17, -0.28], [-2.02, 0.36, -0.93], [-1.70, 0.96, 1.11], [-0.28, 0.80, 1.00], [0.28, -0.43, 0.87], [-0.35, -1.46, 0.96], [1.74, -0.44, 0.64], [2.53, -1.55, 0.59], [3.88, -1.25, 0.34], [4.12, 0.10, 0.20], [5.42, 0.64, -0.06], [5.69, 2.00, -0.21], [6.98, 2.43, -0.46], [8.01, 1.50, -0.56], [7.76, 0.15, -0.41], [6.47, -0.30, -0.16], [6.20, -1.63, -0.01], [4.97, -2.22, 0.24], [4.87, -3.42, 0.35], [6.98, -2.28, -0.09], [8.57, -0.56, -0.49], [9.02, 1.84, -0.76], [7.18, 3.48, -0.58], [4.88, 2.71, -0.13], [2.67, 1.02, 0.38], [2.15, -2.54, 0.72], [0.28, 1.62, 0.80], [-1.92, 1.81, 1.77], [-2.09, 0.05, 1.56], [-1.99, 2.11, -0.71], [-4.36, 2.39, 0.32], [-5.69, 2.79, -0.33], [-5.56, 2.85, -1.41], [-6.47, 2.07, -0.11], [-6.00, 3.76, 0.04], [-4.52, 2.25, 1.41], [-3.66, 3.21, 0.19], [-4.36, -0.15, 1.24], [-5.51, 0.10, -0.08], [-3.91, -1.08, -1.63], [-2.95, -1.53, -0.21], [-4.95, -2.62, 0.79], [-5.88, -2.24, -0.66], [-5.02, -4.57, -0.74], [-4.30, -3.60, -2.03], [-3.36, -3.98, -0.58]], "lumo_energy_ha": -0.0129, "charge": 0, "homo_ev": -8.23, "spin_multiplicity": 1, "orbital_gap_ha": 0.289, "relative_energy_kj_mol": 16.7, "smiles": "CCCCN(CC)CCNC(=O)c1cc2c(=O)[nH]c3ccccc3c2s1", "max_force_ev_per_a": 0.8}

***

Entry 2:
{"formula": "C20H25N3O4", "method": "ωB97M-V/def2-TZVPD", "elements": ["C", "C", "C", "C", "C", "C", "C", "H", "H", "C", "N", "C", "O", "C", "O", "N", "C", "H", "H", "C", "C", "C", "C", "C", "O", "H", "H", "H", "N", "C", "H", "C", "O", "C", "C", "H", "H", "H", "H", "H", "H", "H", "H", "H", "H", "H", "H", "H", "H", "H", "H", "H"], "coordinates": [[8.06, 1.31, -0.88], [6.83, 0.68, -0.31], [5.68, 1.44, -0.11], [4.54, 0.87, 0.41], [4.51, -0.48, 0.74], [5.65, -1.24, 0.54], [6.80, -0.66, 0.02], [7.68, -1.27, -0.12], [5.64, -2.29, 0.79], [3.24, -1.08, 1.28], [2.17, -1.02, 0.31], [1.11, -0.21, 0.42], [0.84, 0.51, 1.36], [0.20, -0.32, -0.81], [0.45, -1.07, -1.73], [-0.84, 0.52, -0.73], [-1.96, 0.48, -1.62], [-2.10, 1.46, -2.09], [-1.74, -0.25, -2.40], [-3.25, 0.07, -0.86], [-3.07, -1.33, -0.36], [-2.23, -1.90, 0.55], [-2.50, -3.29, 0.53], [-3.48, -3.46, -0.39], [-3.84, -2.28, -0.93], [-4.00, -4.34, -0.74], [-2.02, -4.04, 1.11], [-1.51, -1.39, 1.16], [-3.48, 1.05, 0.21], [-4.23, 0.59, 1.37], [-3.82, -0.36, 1.72], [-5.73, 0.46, 1.10], [-6.27, 1.68, 0.66], [-5.61, 2.14, -0.50], [-4.10, 2.28, -0.27], [-3.61, 2.62, -1.18], [-3.93, 3.04, 0.51], [-6.05, 3.11, -0.74], [-5.80, 1.45, -1.34], [-6.27, 0.20, 2.01], [-5.90, -0.32, 0.34], [-4.08, 1.34, 2.15], [-4.07, 0.04, -1.59], [-0.96, 1.03, 0.14], [2.26, -1.52, -0.56], [2.90, -0.52, 2.16], [3.41, -2.13, 1.57], [3.65, 1.47, 0.56], [5.69, 2.49, -0.36], [8.92, 0.65, -0.79], [8.29, 2.25, -0.37], [7.91, 1.54, -1.94]], "lumo_energy_ha": 0.0291, "charge": 0, "homo_ev": -8.49, "spin_multiplicity": 1, "orbital_gap_ha": 0.341, "relative_energy_kj_mol": 248.8, "smiles": "Cc1ccc(CNC(=O)C(=O)NC[C@@H](c2ccco2)N2CCOCC2)cc1", "max_force_ev_per_a": 0.9}

***

Entry 3:
{"formula": "C20H25N3O7", "method": "ωB97M-V/def2-TZVPD", "elements": ["O", "O", "O", "O", "O", "O", "O", "C", "C", "C", "C", "C", "C", "C", "C", "C", "C", "C", "C", "C", "C", "N", "N", "N", "C", "C", "C", "C", "C", "C", "H", "H", "H", "H", "H", "H", "H", "H", "H", "H", "H", "H", "H", "H", "H", "H", "H", "H", "H", "H", "H", "H", "H", "H", "H"], "coordinates": [[-5.62, 6.16, 0.34], [-1.28, 5.75, -2.38], [-0.79, -4.96, 2.46], [3.51, -3.92, 1.54], [-5.09, 3.98, 0.62], [-3.68, 6.73, -1.39], [0.46, -2.74, 3.38], [-4.90, 5.21, 0.08], [-1.47, 4.74, -1.71], [-0.88, -4.72, 1.26], [2.34, -4.26, 1.68], [-2.75, 4.54, -1.02], [-3.75, 5.48, -0.82], [2.76, 2.11, -3.07], [3.49, 1.24, -2.29], [-0.23, 3.12, -0.28], [0.81, 2.22, -0.03], [-0.37, 3.76, -1.53], [1.63, 2.58, -2.28], [1.73, 1.96, -1.04], [0.58, 3.48, -2.55], [2.85, 1.15, -1.06], [2.01, -5.44, 2.22], [0.01, -3.97, 0.61], [-2.03, -5.26, 0.46], [0.51, 4.11, -3.93], [2.98, -6.42, 2.72], [-0.06, -1.18, 1.66], [1.24, -3.33, 1.14], [0.94, -2.22, 2.17], [-5.87, 4.06, 1.18], [-4.42, 7.27, -1.06], [-0.13, -3.49, 3.18], [-2.89, 3.57, -0.56], [3.00, 2.40, -4.08], [4.40, 0.73, -2.59], [-0.91, 3.34, 0.54], [0.90, 1.74, 0.94], [3.19, 0.60, -0.27], [1.03, -5.62, 2.37], [-0.18, -3.83, -0.37], [-2.59, -4.43, 0.02], [-2.69, -5.83, 1.11], [-1.65, -5.90, -0.33], [-0.52, 4.13, -4.29], [0.90, 5.13, -3.89], [1.10, 3.54, -4.66], [2.47, -7.33, 3.02], [3.51, -6.00, 3.58], [3.71, -6.65, 1.94], [-1.04, -1.63, 1.51], [0.29, -0.76, 0.71], [-0.14, -0.38, 2.39], [1.70, -2.82, 0.30], [1.88, -1.70, 2.38]], "lumo_energy_ha": -0.0212, "charge": 0, "homo_ev": -8.08, "spin_multiplicity": 1, "orbital_gap_ha": 0.276, "relative_energy_kj_mol": 70.9, "smiles": "Cc1c(C(=O)/C=C(\\O)C(=O)O)ccc2[nH]ccc12.CNC(=O)[C@@H](NC(C)=O)[C@@H](C)O", "max_force_ev_per_a": 3.1}